# 1
The following is a quantum chemistry calculation of C38H34CaN12O3SSe as an isolated structure, from OMol25.

Geometry as XYZ:
```
90
Properties=species:S:1:pos:R:3:forces:R:3
C -2.080 -0.081 1.932 0.131 0.068 0.050
C -0.378 3.184 2.713 -0.038 -0.030 0.043
C 0.580 2.168 0.768 0.082 -0.036 -0.002
H -4.241 -3.203 2.164 0.000 0.002 -0.001
H 2.087 -1.098 -2.517 -0.004 -0.007 0.001
H -5.120 -1.040 3.035 0.004 -0.003 0.009
N -2.676 -5.697 -4.997 -0.079 -0.030 -0.033
C -4.094 4.582 -0.112 0.139 0.149 -0.092
C 2.845 5.275 -1.345 -0.085 0.058 -0.196
C 1.537 2.216 -0.402 -0.059 -0.056 -0.106
H -5.653 5.651 -0.794 0.001 0.006 0.003
H 1.901 -5.311 -3.026 0.000 0.001 -0.004
C 1.622 -1.924 0.958 0.143 -0.272 -0.305
C 2.592 3.811 -1.534 0.032 0.185 -0.029
H -5.757 -2.217 -3.282 0.001 0.005 0.002
C 1.887 6.063 -0.869 -0.064 -0.337 0.239
Se -4.361 -5.686 -5.585 0.022 0.019 0.033
C 1.125 3.314 -1.551 -0.080 -0.134 0.109
H 1.634 -1.355 1.901 -0.019 0.011 -0.013
O 3.593 7.917 -0.299 -0.012 0.007 0.023
S 2.224 7.567 0.017 -0.004 0.220 -0.043
C -2.500 -2.428 -2.411 0.312 -0.084 0.000
C -1.160 1.099 1.867 -0.024 -0.012 0.032
H 4.964 2.646 0.341 0.009 0.020 -0.039
C -2.558 -4.698 -4.167 0.153 0.097 0.101
C -3.331 0.029 2.522 -0.028 0.020 0.058
C -3.654 -2.297 2.102 -0.025 -0.016 0.026
C -3.739 -3.899 -3.955 0.056 0.156 0.128
H 5.016 0.423 -0.752 0.006 0.010 -0.034
H 3.508 -1.566 -1.541 -0.014 -0.003 0.006
H -0.335 2.562 -2.753 0.010 -0.038 0.012
H 3.857 5.655 -1.437 0.010 -0.011 0.070
H -5.032 6.215 0.714 0.024 0.022 -0.018
C -4.722 -0.934 -1.896 0.000 0.011 0.004
C -1.278 -3.242 -2.648 -0.167 0.237 0.069
N -5.068 5.502 0.009 -0.045 -0.041 0.015
N -3.198 4.471 0.891 -0.088 -0.043 -0.027
C 0.932 -3.608 -2.147 -0.038 -0.029 0.062
H -0.874 4.009 -0.957 0.041 0.006 -0.066
N -4.806 -4.257 -4.612 -0.003 -0.074 -0.048
N -0.161 -2.867 -2.011 0.075 -0.014 0.009
H -0.223 6.291 -0.373 0.003 0.027 -0.023
H 2.791 3.732 0.617 -0.001 -0.042 0.023
C 0.508 5.574 -0.731 0.113 0.114 -0.023
Ca -0.035 -0.809 -0.468 0.106 -0.457 -0.208
H -2.338 -3.910 0.066 -0.005 0.004 0.005
C -4.134 -1.099 2.592 0.006 0.001 0.007
H 1.790 -3.286 -1.569 -0.006 0.000 0.018
N -1.636 -1.236 1.417 -0.249 0.295 0.020
C 0.156 4.332 -1.034 -0.034 -0.016 -0.044
C -1.240 2.099 2.819 0.026 0.007 0.045
H -0.171 -5.984 -4.280 0.002 -0.001 0.005
H -2.381 3.897 0.745 0.028 0.020 0.050
C 3.043 -0.764 -2.118 0.044 -0.039 0.042
C -3.698 -2.755 -3.040 -0.104 -0.135 -0.194
H 3.157 3.376 -2.362 -0.006 -0.010 0.002
N -4.096 3.832 -1.195 0.062 -0.140 0.226
C 4.091 2.229 -0.146 0.011 0.069 -0.004
H -3.133 5.183 1.597 0.045 0.024 -0.012
C -2.392 -2.331 1.519 0.132 -0.062 -0.014
C -1.821 -3.611 0.982 -0.031 0.014 -0.040
C 2.886 0.460 -1.271 0.015 -0.026 0.098
H 3.705 -0.535 -2.956 -0.006 0.009 -0.003
H 1.430 -2.970 1.251 -0.003 0.026 0.065
N -0.254 1.132 0.876 -0.123 0.297 0.290
H -3.674 0.973 2.920 -0.020 0.013 -0.069
C -0.151 -5.117 -3.633 0.020 -0.014 0.003
H -0.406 3.986 3.440 0.000 -0.012 0.002
C 2.844 3.030 -0.211 0.093 -0.094 0.001
N 0.642 2.826 -2.810 0.076 0.068 -0.049
H -1.950 -4.416 1.706 0.007 -0.005 -0.006
C -3.144 2.920 -1.259 -0.115 0.080 -0.169
H -5.567 -0.303 -1.661 0.000 -0.008 0.011
H 1.162 4.100 1.567 0.021 -0.010 0.047
N -2.398 -1.400 -1.553 -0.020 -0.063 -0.102
C 0.526 3.234 1.676 0.026 -0.003 -0.024
C 0.984 -4.744 -2.951 -0.002 0.008 0.012
N -2.308 2.122 -1.357 -0.040 -0.169 -0.007
H 1.184 2.042 -3.151 -0.026 -0.026 0.020
C 4.124 1.035 -0.726 -0.073 -0.078 0.023
O 2.011 7.085 1.384 -0.020 -0.046 0.007
O 1.209 8.509 -0.425 0.021 0.001 -0.006
H -1.927 2.016 3.648 -0.020 0.027 -0.017
C -1.312 -4.360 -3.477 -0.155 -0.118 -0.179
C -3.489 -0.690 -1.296 0.036 -0.037 0.041
H -0.759 -3.491 0.772 0.002 0.007 0.013
H 2.670 -1.931 0.611 0.018 0.031 0.081
N 1.708 0.905 -1.031 -0.204 0.425 -0.027
C -4.827 -1.977 -2.784 -0.031 -0.003 0.023
H -3.376 0.119 -0.589 0.010 0.010 -0.010
```
Positions in Å, forces in eV/Å.

- Net charge: 0
- Kohn-Sham gap: 5.7 eV
- Calculated total energy: -158603.2392 eV
- Lowest unoccupied orbital energy: -0.05603 Eh
- ΔE to the lowest compared entry with this formula, charge and spin: 258.84 kJ/mol

Atom-resolved charges from Mulliken, all expressed in e: 0.1921, -1.7074, 0.2028, 0.5027, 0.1762, 0.4416, -0.8647, 0.5684, -1.0534, 0.8376, 0.2571, 0.4615, -1.6582, -0.0404, 0.5408, -0.1375, 0.2483, 1.0724, 0.2971, -0.7206, 1.2799, -0.7411, 0.3243, 0.4793, 0.8975, -0.8466, -0.7503, 0.7481, 0.4927, 0.3033, 0.3708, 0.5275, 0.1988, -1.4522, -0.5541, -0.3727, -0.3038, -0.6823, -0.1669, -0.8579, 0.2507, 0.4933, 0.4229, -0.5004, 2.2172, 0.1860, -0.8779, 0.5701, -0.0265, -1.1412, -0.9368, 0.5289, 0.0540, -1.6297, 0.7459, 0.5171, -0.8460, -1.3452, 0.2586, 0.7963, -1.2154, 0.7537, 0.5570, 0.4376, 1.4740, 0.4605, -0.6440, 0.5665, -0.4527, -0.7569, 0.5689, 0.8057, 0.5374, 0.2814, 0.4737, -0.1559, -1.0974, -0.3788, 0.3047, -0.9117, -0.6797, -0.7138, 0.5858, 0.7420, -0.1672, -0.0479, 0.3504, 0.2483, -0.6940, 0.5199


# 2
The following is a quantum chemistry calculation of C27H34N4O3Pd as an isolated structure, from OMol25.

Geometry as XYZ:
```
69
Properties=species:S:1:pos:R:3:forces:R:3
C 2.006 -3.265 2.466 -0.003 -0.003 -0.003
H -3.850 -5.143 -2.359 0.000 0.000 0.000
C 1.335 -0.251 -5.379 -0.003 -0.001 0.001
H -2.856 0.258 -1.766 0.012 -0.012 -0.032
H 3.050 -3.262 2.147 0.001 -0.001 0.003
H -5.087 0.604 -1.898 0.001 0.001 0.002
C -2.273 -0.692 3.236 0.005 0.009 0.004
C 0.617 2.048 1.868 -0.028 -0.025 0.005
N 0.426 0.849 -2.227 -0.103 -0.003 -0.020
H 2.593 -0.473 -7.105 0.000 0.000 0.000
H -0.283 2.726 -4.890 0.002 0.000 0.001
C 0.978 2.308 -6.603 -0.002 -0.001 0.002
H 1.932 -2.742 3.420 -0.001 0.002 -0.001
H 0.079 -2.625 1.749 -0.003 -0.002 -0.017
H -3.023 -1.419 3.513 0.001 -0.001 0.003
H 0.557 -0.886 -5.808 0.000 -0.001 0.000
C 2.247 3.791 1.985 -0.001 -0.004 -0.013
H 1.715 -4.305 2.619 0.001 0.000 0.001
H -1.779 -3.368 -0.301 0.002 -0.007 -0.003
H 2.401 -1.177 1.099 -0.002 -0.012 -0.001
N 0.803 1.949 0.534 0.055 0.022 0.036
N -0.991 0.328 1.519 0.048 0.041 -0.079
C -3.425 -1.789 -2.094 -0.006 0.002 -0.010
C 0.519 0.846 -3.383 0.062 -0.001 0.015
H -2.347 -1.170 1.135 0.024 0.001 0.016
C -1.907 -0.557 1.909 -0.032 -0.010 0.012
N 0.684 0.872 -4.665 0.017 -0.004 -0.006
H 3.136 4.300 0.088 0.000 0.001 0.001
H -1.920 0.032 5.226 0.001 0.000 0.000
H 1.177 -3.156 0.474 0.006 -0.006 0.001
H -0.878 1.427 -5.954 -0.001 -0.001 0.001
C 1.329 2.966 2.616 0.000 0.002 0.005
H -0.214 1.665 4.492 -0.002 0.001 0.000
H -7.106 -4.238 -3.985 -0.001 0.001 -0.001
C -3.135 -3.180 -1.967 0.011 -0.002 -0.006
O 1.448 1.181 -7.311 0.000 -0.001 0.000
C -6.220 -4.698 -3.554 0.010 -0.004 -0.001
H -1.879 -4.789 -1.348 0.000 0.001 -0.004
H 0.468 2.950 -7.318 0.001 0.001 0.000
C -5.251 -3.676 -3.048 -0.007 0.011 -0.002
H 2.810 4.515 2.558 0.001 -0.001 -0.001
C -2.540 -0.779 -1.631 0.014 -0.058 -0.010
H -6.446 -1.998 -3.628 0.001 0.000 0.000
C 1.688 2.741 -0.076 -0.007 -0.010 -0.004
H 3.052 0.876 -6.043 0.001 0.000 0.000
H 1.924 -0.827 -4.668 0.000 0.000 0.001
C -1.660 0.114 4.179 0.000 0.006 -0.015
C 2.430 3.677 0.618 0.003 0.004 0.016
H -4.279 0.637 -3.469 -0.001 0.004 -0.003
Pd -0.288 0.530 -0.359 -0.079 -0.063 0.087
C 1.121 -2.618 1.424 -0.020 0.017 0.015
C 0.011 1.882 -5.512 -0.002 0.003 -0.001
O 1.446 -1.235 1.216 0.081 0.008 -0.016
C -0.386 1.119 2.426 0.030 0.010 0.007
C -4.638 -1.359 -2.701 0.016 -0.004 0.001
C -4.056 -4.083 -2.449 -0.002 0.004 0.005
H -5.748 -5.323 -4.314 -0.001 0.001 -0.001
H 1.794 2.605 -1.142 -0.002 0.000 -0.002
H 1.173 3.042 3.682 -0.002 -0.002 0.000
H -0.988 -3.347 -1.858 -0.003 0.006 -0.006
C -5.520 -2.313 -3.165 -0.011 -0.011 0.007
C -1.876 -3.701 -1.335 -0.001 -0.001 0.011
H -6.529 -5.360 -2.744 0.000 0.003 0.001
H 1.819 2.862 -6.167 -0.001 0.001 -0.001
O -1.436 -0.986 -1.069 -0.074 0.100 -0.006
C -0.704 1.032 3.768 -0.005 -0.007 0.004
C -5.004 0.095 -2.860 -0.002 -0.005 0.000
H -5.969 0.181 -3.353 0.000 0.001 -0.001
C 2.207 0.329 -6.480 -0.001 0.000 0.001
```
Positions in Å, forces in eV/Å.

- Net charge: +2
- Kohn-Sham gap: 8.1 eV
- Calculated total energy: -44120.4727 eV
- Lowest unoccupied orbital energy: -0.22126 Eh
- ΔE to the lowest compared entry with this formula, charge and spin: 0.00 kJ/mol

Atom-resolved charges from natural (NBO), all expressed in e: -0.6408, 0.2272, -0.2315, 0.1673, 0.2128, 0.2289, -0.2236, 0.1820, -0.5458, 0.2268, 0.2253, -0.0837, 0.2164, 0.1650, 0.2544, 0.2156, -0.1074, 0.2346, 0.2226, 0.4777, -0.4159, -0.4188, -0.1969, 0.6342, 0.2300, 0.0719, -0.4495, 0.2553, 0.2525, 0.1682, 0.2147, -0.1966, 0.2429, 0.2332, 0.0987, -0.4964, -0.6517, 0.2319, 0.2266, 0.1294, 0.2530, 0.4104, 0.2286, 0.0815, 0.1788, 0.2275, -0.1093, -0.2230, 0.2228, 0.9748, -0.0586, -0.2316, -0.7643, 0.1786, 0.0955, -0.2418, 0.2471, 0.2319, 0.2435, 0.2336, -0.2456, -0.6372, 0.2470, 0.1782, -0.6226, -0.1941, -0.6539, 0.2460, -0.0843


# 3
The following is a quantum chemistry calculation of C2H5IOS as an isolated structure in a non-equilibrium geometry, from OMol25.

Geometry as XYZ:
```
10
Properties=species:S:1:pos:R:3:forces:R:3
S -0.742 -0.185 -1.542 1.162 1.498 -0.519
H -0.132 -0.928 1.151 -2.139 -3.431 0.441
H 1.449 -0.901 -0.742 -2.283 3.543 0.823
O -1.189 -1.522 -1.247 -0.377 -1.327 0.521
I -2.338 1.411 -0.592 -0.345 0.326 0.019
C 0.642 0.200 -0.386 2.687 -2.472 -2.509
H 1.198 -0.070 1.580 1.229 0.201 1.025
C 0.299 -0.036 1.039 -0.266 5.516 0.244
H -0.379 0.855 1.455 1.457 -2.098 -0.749
H 1.190 1.174 -0.716 -1.124 -1.756 0.705
```
Positions in Å, forces in eV/Å.

- Net charge: 0
- Kohn-Sham gap: 8.9 eV
- Calculated total energy: -23136.4755 eV
- Lowest unoccupied orbital energy: -0.01935 Eh
- ΔE to the lowest compared entry with this formula, charge and spin: 174.11 kJ/mol

Atom-resolved charges from natural (NBO), all expressed in e: 1.1585, 0.2240, 0.2194, -0.9212, -0.1376, -0.5942, 0.2224, -0.6458, 0.2202, 0.2544